Entry 1:
Density functional theory data (ωB97M-V/def2-TZVPD) for the molecule C23H37NO3.

Positions of all 64 atoms, in Å:
O: 1.54 2.81 -1.06
O: 1.46 0.17 -2.05
O: -0.54 -1.46 1.44
N: 1.16 -2.25 0.14
C: -2.63 2.26 1.55
C: -0.99 -3.31 -0.03
C: -1.25 1.73 1.16
C: 3.17 1.13 3.13
C: 3.42 -1.52 -0.26
C: -4.33 -1.40 -0.59
C: 2.25 -1.45 0.51
C: -3.65 2.33 0.42
C: 0.31 0.79 -1.51
C: 0.68 1.85 -0.47
C: 3.52 -2.40 -1.47
C: 4.43 0.12 1.20
C: -3.77 1.07 -0.44
C: -0.12 -2.22 0.60
C: 2.70 2.20 -1.57
C: 4.50 -0.73 0.11
C: -2.97 -2.02 -0.94
C: -4.19 -0.18 0.33
C: 2.33 1.13 -2.61
C: -2.47 -2.98 0.14
C: 3.28 0.19 1.96
C: 2.19 -0.60 1.61
C: -0.55 2.56 0.08
H: -4.94 -2.16 -0.10
H: -3.07 -3.90 0.11
H: 1.29 -0.56 2.19
H: -0.74 -3.44 -1.08
H: 2.44 0.78 3.85
H: 5.41 -0.77 -0.48
H: 3.26 1.72 -0.76
H: 2.76 -2.12 -2.20
H: 3.30 2.99 -2.03
H: 1.36 -2.89 -0.62
H: -4.50 1.26 -1.23
H: 1.84 1.61 -3.47
H: -0.23 3.52 0.49
H: -3.47 -0.40 1.11
H: 3.22 0.59 -2.94
H: 5.29 0.73 1.46
H: -2.53 3.26 1.98
H: -3.06 -2.57 -1.89
H: -0.75 -4.24 0.49
H: -3.02 1.61 2.34
H: -3.41 3.16 -0.24
H: 2.86 2.12 2.78
H: 3.38 -3.45 -1.21
H: 4.13 1.24 3.62
H: -4.84 -1.10 -1.50
H: 4.50 -2.31 -1.93
H: -5.15 0.02 0.81
H: -4.63 2.54 0.86
H: 1.22 1.35 0.35
H: -1.34 0.70 0.84
H: -2.81 0.88 -0.94
H: -0.62 1.73 2.05
H: -2.24 -1.23 -1.09
H: -0.27 1.26 -2.32
H: -0.27 -0.01 -1.06
H: -2.61 -2.52 1.12
H: -1.23 2.77 -0.75

Summary:
- HOMO (eV) = -8.311
- relative energy (zero: lowest compared OMol25 entry of this formula, charge and spin) (eV) = 0.000
- M (Da) = 375.55
- SMILES = Cc1ccc(C)c(NC(=O)CCCCCCCCCC[C@H]2COCCO2)c1
- orbital gap (Ha) = 0.3317


Entry 2:
Density functional theory data (ωB97M-V/def2-TZVPD) for a structure of composition C19H24BeNO4S2.

Positions of all 51 atoms, in Å:
S: -0.03 5.35 -2.40
S: -0.80 -0.94 -0.98
O: 2.43 1.51 -0.44
O: -2.10 1.60 -0.10
O: 0.41 -0.01 -1.00
O: 0.44 2.09 0.95
N: 0.31 2.69 -1.71
C: -2.46 -2.04 2.52
C: -2.29 -1.68 1.20
C: -0.48 -4.73 -2.27
C: 2.72 2.44 0.62
C: -0.99 -3.50 -1.89
C: -1.90 2.57 0.90
C: -1.37 -2.05 3.39
C: -0.76 2.13 1.76
C: -0.10 -1.71 2.93
C: -0.10 -2.49 -1.53
C: 1.77 -3.91 -1.96
C: 0.08 -1.36 1.60
C: 0.17 3.83 -2.00
C: 0.90 -4.94 -2.30
C: 3.31 1.64 -1.57
C: -3.02 2.04 -1.09
C: 1.27 -2.68 -1.57
C: 1.68 2.15 1.67
C: -1.02 -1.35 0.75
Be: 0.68 1.52 -0.70
H: -4.02 2.15 -0.66
H: -1.66 3.54 0.44
H: 3.28 2.66 -1.96
H: 1.29 -5.90 -2.60
H: 1.06 -1.10 1.21
H: -1.16 -5.53 -2.55
H: 1.94 -1.86 -1.31
H: -0.94 1.15 2.21
H: -2.79 2.69 1.52
H: 4.32 1.38 -1.27
H: 2.84 -4.07 -2.00
H: 1.87 1.21 2.19
H: 2.61 3.46 0.25
H: -2.70 2.99 -1.52
H: 0.74 -1.72 3.60
H: -3.14 -1.64 0.52
H: 3.73 2.29 1.00
H: -1.51 -2.34 4.42
H: -3.44 -2.30 2.89
H: 1.65 2.96 2.40
H: 2.96 0.96 -2.33
H: -3.04 1.28 -1.87
H: -0.61 2.87 2.54
H: -2.06 -3.32 -1.87

Summary:
- HOMO (eV) = -10.937
- relative energy (zero: lowest compared OMol25 entry of this formula, charge and spin) (eV) = 0.000
- M (Da) = 403.55
- charge = +1
- orbital gap (Ha) = 0.3035


Entry 3:
Density functional theory data (ωB97M-V/def2-TZVPD) for the molecule C3H7N3OS.

Positions of all 15 atoms, in Å:
S: 1.97 -1.91 -0.34
O: -0.09 2.37 -0.32
N: -0.65 -0.04 -0.14
N: -1.22 -2.33 0.06
N: 1.87 -0.28 0.05
C: 0.71 0.27 0.07
C: 0.96 1.72 0.47
C: -1.55 -1.14 -0.45
H: 1.97 1.95 0.22
H: -1.71 -3.30 -0.11
H: 0.00 3.26 -0.01
H: -1.19 0.78 -0.43
H: -2.46 -0.76 -1.12
H: 0.83 -2.37 0.55
H: 0.57 1.77 1.49

Summary:
- HOMO (eV) = -7.832
- relative energy (zero: lowest compared OMol25 entry of this formula, charge and spin) (eV) = 4.011
- M (Da) = 133.18
- SMILES = [H]/N=C/N/C(CO)=N\S
- orbital gap (Ha) = 0.3104


Entry 4:
Density functional theory data (ωB97M-V/def2-TZVPD) for a structure of composition C51H109N5O7Y.

Positions of all 173 atoms, in Å:
Y: -1.23 -2.41 -2.60
O: -2.43 -0.43 5.29
O: -1.87 -4.88 -1.78
O: -0.61 -0.21 -3.69
O: -3.36 -1.84 -3.24
O: -0.60 -1.64 -0.56
O: 4.76 4.18 1.63
O: -0.20 2.53 -1.42
N: -1.19 0.13 5.40
N: -0.93 3.66 -1.33
N: -1.84 -4.83 -0.39
N: 0.23 -0.59 -4.64
N: 4.76 2.86 1.17
C: 2.53 -1.22 -5.26
C: -2.61 2.60 0.18
C: -3.20 -5.17 0.13
C: 7.24 3.00 0.95
C: 5.93 2.69 0.28
C: -0.46 -7.04 -0.52
C: 6.06 1.23 -0.32
C: 1.01 -1.13 1.23
C: 5.75 3.63 -0.99
C: -1.90 1.81 7.05
C: 4.43 0.39 1.40
C: -2.12 -6.27 2.15
C: -4.09 -0.17 -1.67
C: -2.18 5.47 -2.49
C: -4.10 -6.19 -0.60
C: 0.22 2.07 5.61
C: -1.49 4.03 -2.62
C: 0.62 -1.18 -6.95
C: -2.20 5.16 -0.03
C: 5.24 1.78 3.49
C: -0.17 1.14 -6.48
C: -1.25 1.53 5.71
C: 2.92 2.07 2.46
C: 2.01 1.20 -4.20
C: -0.19 -0.86 6.05
C: 4.37 1.80 2.15
C: 1.64 -0.32 -4.32
C: 1.33 1.22 6.24
C: 1.23 -0.27 5.90
C: -5.55 -0.74 -3.67
C: -0.24 -0.39 -6.03
C: -3.16 -5.37 1.64
C: -0.71 -5.63 0.16
C: -2.52 3.01 -3.16
C: -2.99 5.65 -1.25
C: 0.53 -4.86 -0.20
C: -1.99 2.25 4.56
C: -1.58 3.73 -0.07
C: -0.27 -2.12 5.05
C: -1.59 -0.93 1.55
C: 2.02 -0.91 -2.93
C: -0.38 4.29 -3.67
C: -0.56 -1.40 7.41
C: 2.10 -1.05 -6.72
C: 5.71 0.10 0.70
C: -0.66 -5.86 1.73
C: -0.63 3.79 1.14
C: -1.70 -1.01 -6.18
C: -0.39 -0.83 0.52
C: -3.90 -3.77 -0.07
C: -4.09 -0.69 -3.10
H: -3.49 0.07 -3.61
H: 4.85 3.29 -1.51
H: -4.25 -5.92 -1.65
H: -2.93 5.29 0.78
H: -2.46 -0.47 4.34
H: 5.55 4.65 -0.66
H: 3.99 4.53 1.17
H: 2.55 -2.26 -4.94
H: -5.61 -0.89 -4.75
H: 3.08 -1.00 -2.69
H: -0.68 -0.62 8.16
H: -0.82 4.84 -4.51
H: -1.58 2.19 3.55
H: 2.25 1.64 5.81
H: 5.51 2.79 3.80
H: -1.39 5.87 0.16
H: 2.93 3.00 3.03
H: -3.82 -3.63 -1.15
H: -5.01 -6.47 -0.08
H: -4.94 -3.72 0.24
H: 8.08 2.98 0.25
H: -2.50 -0.86 0.96
H: 6.55 -0.08 1.38
H: 0.72 2.82 -1.51
H: -2.35 -7.29 1.84
H: -3.34 -2.98 0.42
H: 2.73 -1.69 -7.34
H: -4.15 -5.73 1.90
H: -3.53 2.76 -0.37
H: 0.47 2.50 4.65
H: -0.08 -6.73 2.02
H: -2.00 -1.12 -7.21
H: -1.24 1.35 7.78
H: 1.10 -0.53 2.14
H: -0.41 0.24 0.31
H: -1.16 -2.74 5.17
H: 0.80 1.54 -6.77
H: -2.17 2.83 7.31
H: -3.32 6.68 -1.10
H: -1.54 6.34 -2.69
H: 0.42 -0.82 -7.96
H: 6.60 3.77 -1.65
H: -2.94 5.55 -3.26
H: 1.43 -5.36 0.17
H: 2.38 -0.08 -7.12
H: -6.21 0.07 -3.35
H: 5.39 1.12 -1.18
H: -0.15 -1.80 4.02
H: -0.65 0.73 -3.88
H: -3.01 -4.48 2.25
H: 2.95 1.18 -3.65
H: -1.15 4.21 2.00
H: -2.21 -6.28 3.24
H: 3.58 -0.94 -5.23
H: -6.04 -1.62 -3.26
H: 1.78 -0.78 0.54
H: -3.06 2.03 4.60
H: -4.36 0.88 -1.70
H: -1.81 -5.83 -1.90
H: -3.18 -0.30 -1.08
H: 4.11 -0.43 2.04
H: -2.33 -0.30 -5.64
H: -3.40 -7.03 -0.58
H: 0.40 -3.83 0.14
H: -2.24 2.00 -2.87
H: 0.28 2.95 6.25
H: 0.19 4.43 0.82
H: -1.90 3.32 4.71
H: 1.41 1.41 7.31
H: -1.53 -0.12 2.29
H: 6.04 1.05 3.40
H: -0.40 -4.98 2.31
H: 7.05 1.01 -0.70
H: 0.23 -7.01 -1.36
H: -0.10 3.33 -4.09
H: -1.57 -1.80 7.31
H: 1.53 -0.40 -2.10
H: 1.32 1.86 -3.68
H: 7.16 3.91 1.54
H: -3.57 3.23 -2.92
H: 1.97 -0.80 6.50
H: 2.25 1.67 -5.15
H: 1.09 -2.18 1.51
H: 0.23 -2.20 -6.87
H: 0.23 -2.04 7.81
H: -0.03 -7.81 0.12
H: 3.65 0.33 0.63
H: 2.33 2.16 1.55
H: -1.55 -1.93 1.97
H: 5.59 -0.90 0.29
H: -0.77 1.25 -7.38
H: 0.46 4.89 -3.30
H: 1.66 -0.37 4.91
H: -2.92 1.42 7.10
H: -2.91 2.65 1.22
H: -1.75 -1.98 -5.69
H: 1.61 -1.91 -2.78
H: 4.66 1.43 4.35
H: 0.67 -4.73 -1.27
H: -1.34 -7.60 -0.85
H: -2.23 1.59 0.02
H: -2.51 2.89 -4.24
H: -4.83 -0.66 -1.03
H: -3.92 5.11 -1.41
H: 0.02 2.94 1.38
H: -0.47 1.84 -5.70
H: 7.44 2.31 1.77
H: 2.44 1.32 3.09
H: 0.58 -2.78 5.24

Summary:
- HOMO (spin up / spin down) (eV) = -11.386 / -11.386
- relative energy (zero: lowest compared OMol25 entry of this formula, charge and spin) (eV) = 0.000
- M (Da) = 993.37
- charge = +2
- ⟨S²⟩ = 0.75
- multiplicity = 2
- orbital gap (spin up / spin down) (Ha) = 0.2172 / 0.0978


- Look up the relative energy (zero: lowest compared OMol25 entry of this formula, charge and spin) of the third one.
  4.011 eV